(1)
46
Properties=species:S:1:pos:R:3 method="wB97M-V/def2-TZVPD" lumo_ev="-2.6 / -2.7" s_squared=3.760 spin_multiplicity=4 homo_energy_ev="-10.32 / -10.46" total_charge=+1
V -0.236 -1.645 -0.017
N -3.578 -3.190 2.415
C -2.462 -2.664 1.858
S -2.487 -2.573 0.092
N -1.498 -2.328 2.659
N -0.373 -1.810 2.036
C 0.527 -1.382 2.848
C 1.798 -0.779 2.475
C 2.573 -0.272 3.527
C 3.796 0.329 3.313
C 4.283 0.419 2.015
C 3.548 -0.081 0.955
C 2.296 -0.681 1.153
O 1.631 -1.117 0.082
H -4.236 -3.668 1.827
H -3.555 -3.415 3.396
H 0.315 -1.468 3.911
H 2.193 -0.362 4.538
H 4.371 0.711 4.145
H 5.250 0.867 1.828
H 3.945 -0.061 -0.053
N 0.984 1.350 -0.734
C 0.359 2.072 -1.902
C 0.213 1.149 -3.111
C -0.898 0.099 -3.052
N -0.479 -1.119 -2.309
C -2.199 0.676 -2.489
C -2.046 1.530 -1.230
N -1.687 0.675 -0.077
C -0.991 2.625 -1.445
H 1.696 0.647 -0.965
H 0.199 0.839 -0.262
H 1.392 1.988 -0.051
H 1.043 2.877 -2.167
H 1.173 0.685 -3.354
H -0.015 1.806 -3.954
H -1.094 -0.195 -4.087
H 0.348 -1.499 -2.769
H -1.200 -1.823 -2.463
H -2.912 -0.131 -2.301
H -2.648 1.303 -3.263
H -3.004 2.024 -1.048
H -2.326 -0.124 -0.013
H -1.792 1.184 0.798
H -0.869 3.226 -0.539
H -1.352 3.308 -2.216

=====

(2)
42
Properties=species:S:1:pos:R:3 method="wB97M-V/def2-TZVPD" lumo_ev=0.5 homo_energy_ev=-7.93 total_charge=0
C 1.698 2.895 -0.625
C 1.951 1.457 -0.336
C 3.124 0.872 -0.069
C 2.655 -0.602 0.162
C 1.271 -0.856 -0.114
N 0.710 0.494 -0.227
C -0.692 0.875 -0.277
H -1.240 0.178 -0.866
C -1.212 1.650 0.745
H -0.518 2.433 1.138
H -1.242 1.107 1.678
S -2.945 2.393 0.518
C -3.854 0.617 0.718
C -4.439 0.394 -0.457
O -3.495 0.110 -1.615
H -3.222 0.968 -1.603
H -5.196 0.847 -0.783
H -4.960 -0.726 -0.258
H -4.578 1.173 1.449
H -3.279 0.087 1.412
H -0.688 1.749 -1.330
C 0.317 -1.858 0.251
C -0.103 -2.196 -1.246
H 0.660 -2.285 -1.842
H -0.563 -3.124 -1.518
H -0.757 -1.581 -1.670
C 1.366 -3.281 0.544
H 1.811 -2.729 1.496
H 2.089 -3.276 -0.048
H 0.824 -4.063 0.673
C -0.713 -1.765 1.051
H -0.419 -1.454 1.908
H -1.531 -1.270 0.730
H -1.108 -3.007 1.296
H 3.264 -1.409 0.436
C 4.349 1.526 0.045
O 4.655 2.481 -0.369
O 5.233 0.412 0.587
H 6.089 0.855 0.355
H 2.519 3.475 -0.626
H 1.103 3.368 0.153
H 1.068 3.064 -1.464

=====

(3)
42
Properties=species:S:1:pos:R:3 method="wB97M-V/def2-TZVPD" lumo_ev=0.8 homo_energy_ev=-8.32 total_charge=0 smiles=COCCNCCOCCOc1cccc(OC)c1
C -4.552 -1.548 -0.162
O -3.632 -0.621 -0.685
C -2.283 -1.022 -0.606
C -1.712 -0.934 0.825
N -1.980 0.313 1.510
H -2.923 0.620 1.289
C -1.044 1.397 1.312
C -1.169 2.159 -0.023
O -0.498 3.408 -0.017
C 0.907 3.346 0.033
C 1.557 2.790 -1.247
O 1.434 1.392 -1.402
C 2.119 0.548 -0.578
C 3.105 0.919 0.325
C 3.717 -0.058 1.097
C 3.366 -1.384 0.982
C 2.383 -1.765 0.065
C 1.763 -0.797 -0.708
H 1.000 -1.038 -1.430
O 2.105 -3.095 0.008
C 1.157 -3.547 -0.927
H 1.127 -4.630 -0.817
H 0.163 -3.134 -0.724
H 1.451 -3.295 -1.951
H 3.836 -2.146 1.582
H 4.482 0.232 1.801
H 3.410 1.948 0.435
H 2.610 3.094 -1.283
H 1.041 3.208 -2.116
H 1.226 4.385 0.155
H 1.242 2.768 0.902
H -2.219 2.413 -0.195
H -0.816 1.545 -0.857
H -1.207 2.118 2.121
H -0.038 0.981 1.422
H -2.155 -1.735 1.430
H -0.632 -1.097 0.792
H -2.168 -2.050 -0.984
H -1.750 -0.340 -1.273
H -4.430 -2.531 -0.633
H -5.541 -1.157 -0.392
H -4.453 -1.661 0.923

=====

(4)
43
Properties=species:S:1:pos:R:3 method="wB97M-V/def2-TZVPD" lumo_ev=0.5 homo_energy_ev=-8.08 total_charge=0
C -4.715 -2.895 0.509
C -4.576 -1.434 0.028
C -3.198 -0.718 0.254
C -3.250 0.624 -0.130
O -4.248 1.074 -0.682
C -2.054 1.204 0.123
C -1.743 2.449 -0.131
O -0.386 2.829 -0.122
C 0.090 1.713 0.471
C -0.771 0.677 0.620
H -0.742 -0.061 1.050
C 1.483 1.760 0.799
P 2.418 0.560 -0.594
O 2.016 1.171 -1.801
O 3.970 0.915 -0.440
C 4.642 0.792 1.025
C 4.848 -0.768 1.459
H 5.224 -1.291 0.726
H 5.535 -0.526 2.236
H 3.794 -0.944 1.759
H 4.219 1.462 1.574
H 5.589 1.308 0.811
O 2.028 -0.661 0.006
C 1.692 -1.653 -0.917
C 3.032 -2.068 -1.952
H 3.725 -2.715 -0.968
H 2.807 -3.128 -2.503
H 3.634 -1.244 -2.159
H 1.073 -1.243 -1.746
H 1.206 -2.542 -0.553
H 1.772 1.270 1.799
H 1.949 2.655 0.800
C -2.411 3.695 -0.916
H -2.543 4.385 -0.290
H -3.468 3.216 -1.161
H -1.906 4.188 -1.812
H -2.565 -1.332 -0.464
H -3.095 -0.872 1.605
H -4.998 -1.272 -1.009
H -5.592 -0.740 0.695
H -5.672 -3.392 0.398
H -4.177 -3.392 0.089
H -4.636 -3.059 1.512

=====

(5)
45
Properties=species:S:1:pos:R:3 method="wB97M-V/def2-TZVPD" lumo_ev=0.7 homo_energy_ev=-7.88 total_charge=0 smiles="CCOP(=O)(OCC)[C@H](O)c1cc(OC)c(OC)c(OC)c1"
C 2.009 2.105 2.906
C 1.019 1.286 2.095
H 0.579 1.897 1.301
H 0.212 0.902 2.727
O 1.641 0.131 1.536
P 2.404 0.269 0.139
O 3.513 1.237 0.098
O 2.843 -1.259 -0.029
C 4.152 -1.532 -0.517
C 4.189 -1.524 -2.036
H 5.174 -1.824 -2.382
H 3.446 -2.211 -2.436
H 3.977 -0.521 -2.400
H 4.411 -2.518 -0.122
H 4.847 -0.785 -0.122
H 2.823 2.431 2.265
H 2.421 1.502 3.711
H 1.512 2.974 3.329
C 1.152 0.683 -1.181
C -0.225 0.251 -0.768
C -1.289 1.132 -0.802
C -2.556 0.730 -0.387
C -2.755 -0.584 0.055
C -1.656 -1.467 0.094
C -0.403 -1.049 -0.321
H 0.447 -1.711 -0.293
O -1.935 -2.715 0.558
C -0.868 -3.618 0.709
H -0.420 -3.880 -0.256
H -1.302 -4.511 1.156
H -0.092 -3.219 1.369
O -3.929 -1.112 0.515
C -5.154 -0.646 -0.006
H -5.121 -0.563 -1.096
H -5.436 0.321 0.418
H -5.890 -1.398 0.277
O -3.634 1.579 -0.371
C -3.470 2.882 -0.873
H -2.754 3.458 -0.277
H -3.150 2.876 -1.919
H -4.453 3.346 -0.799
H -1.105 2.135 -1.145
O 1.236 2.062 -1.414
H 2.145 2.333 -1.217
H 1.448 0.127 -2.090

=====

(6)
65
Properties=species:S:1:pos:R:3 method="wB97M-V/def2-TZVPD" lumo_ev=0.9 homo_energy_ev=-5.34 total_charge=-1
K 4.020 -38.104 16.613
As 3.221 -33.729 16.779
F 2.406 -33.511 15.302
F 3.918 -35.212 16.216
F 4.002 -33.962 18.357
F 2.483 -32.266 17.378
F 1.892 -34.685 17.432
F 4.602 -32.877 16.253
O 3.989 -37.014 12.261
C 4.779 -36.505 13.293
O 5.020 -35.314 13.323
O 5.150 -37.408 14.128
H 3.923 -37.942 12.515
C 2.739 -29.965 15.102
N 2.623 -30.762 13.857
O 3.641 -31.122 13.319
O 1.489 -30.989 13.466
H 1.758 -29.795 15.530
H 3.222 -29.012 14.902
H 3.341 -30.527 15.811
C 2.458 -35.866 20.087
N 3.892 -36.211 20.072
O 4.564 -35.848 21.002
O 4.331 -36.831 19.112
H 1.903 -36.491 19.400
H 2.332 -34.821 19.832
H 2.104 -36.037 21.102
C -0.545 -31.908 18.341
N -1.831 -31.179 18.619
O -1.743 -30.017 18.963
O -2.875 -31.741 18.346
H -0.125 -31.353 17.511
H -0.764 -32.952 18.161
H 0.037 -31.812 19.252
C 3.779 -31.283 21.436
C 3.066 -32.619 21.210
O 2.909 -33.188 22.503
S 3.895 -32.437 23.559
O 4.681 -33.376 24.256
O 3.128 -31.494 24.295
O 4.732 -31.701 22.441
H 3.103 -30.506 21.787
H 4.365 -30.967 20.580
H 3.701 -33.232 20.572
H 2.121 -32.424 20.702
N 6.625 -33.484 18.724
C 7.369 -34.628 18.891
C 8.685 -34.302 18.746
C 8.770 -32.893 18.581
C 7.481 -32.434 18.596
H 5.613 -33.413 18.663
H 6.843 -35.569 18.911
H 9.545 -34.953 18.740
H 9.642 -32.283 18.417
H 7.088 -31.433 18.497
N 0.465 -35.555 14.303
C -0.259 -34.426 13.981
C -0.414 -34.423 12.622
C 0.165 -35.613 12.092
C 0.729 -36.241 13.165
H 0.799 -35.796 15.217
H -0.568 -33.734 14.743
H -0.975 -33.703 12.046
H 0.130 -36.022 11.098
H 1.224 -37.197 13.212

=====

(7)
49
Properties=species:S:1:pos:R:3 method="wB97M-V/def2-TZVPD" lumo_ev=1.7 homo_energy_ev=-3.40 total_charge=-1
C -2.810 -2.380 -3.508
C -3.349 -1.617 -2.290
C -2.473 -0.432 -1.873
O -1.091 -0.609 -2.103
C -0.461 -1.605 -1.343
C -0.237 -1.248 0.148
C 1.083 -1.762 0.779
C 2.248 -2.211 -0.108
C 3.182 -1.121 -0.672
S 3.140 -0.976 -2.482
C -1.396 -1.890 0.952
C -1.485 -1.346 2.371
C -2.761 -1.629 3.090
O -2.312 -0.275 2.553
O -0.437 0.177 0.389
C 0.547 0.982 0.013
O 1.077 1.093 -1.024
S 1.092 2.130 1.357
O 2.474 2.362 1.168
O 0.175 3.206 1.378
F 0.875 1.262 2.633
H -2.409 -3.347 -3.218
H -2.094 -1.797 -4.073
H -3.640 -2.593 -4.180
H -4.303 -1.179 -2.579
H -3.582 -2.283 -1.461
H -2.757 0.414 -2.495
H -2.687 -0.108 -0.854
H -1.027 -2.541 -1.364
H 0.467 -1.814 -1.865
H 0.847 -2.607 1.420
H 1.459 -1.003 1.464
H 1.933 -2.849 -0.928
H 2.865 -2.855 0.517
H 4.205 -1.395 -0.434
H 3.027 -0.136 -0.249
H 3.320 -2.266 -2.785
H -2.358 -1.660 0.507
H -1.203 -2.956 1.038
H -0.586 -1.386 2.983
H -3.711 -1.671 2.587
H -2.672 -1.459 4.153
C 2.368 5.856 1.387
C 2.774 7.336 1.620
O 1.904 8.077 2.131
O 3.941 7.631 1.271
H 1.346 5.667 1.712
H 2.450 5.613 0.325
H 3.042 5.200 1.942

=====

(8)
41
Properties=species:S:1:pos:R:3 method="wB97M-V/def2-TZVPD" lumo_ev=-2.5 homo_energy_ev=-11.76 total_charge=+1 smiles=CCc1cccc(OCCCC[NH2+]CCO)c1
C 3.074 -1.497 2.515
H 3.278 -0.761 1.739
H 3.615 -1.213 3.413
H 3.446 -2.461 2.177
C 1.573 -1.577 2.804
C 0.819 -1.982 1.571
C 0.680 -3.323 1.235
C 0.018 -3.696 0.080
C -0.515 -2.737 -0.764
C -0.371 -1.398 -0.438
C 0.294 -1.021 0.717
H 0.393 0.025 0.968
O -0.940 -0.406 -1.248
C -0.419 -0.298 -2.571
C 0.815 0.606 -2.648
H 1.528 0.298 -1.880
H 1.284 0.429 -3.617
C 0.529 2.106 -2.528
C 0.236 2.595 -1.112
N -1.086 2.140 -0.633
H -1.812 2.458 -1.283
C -1.431 2.581 0.731
H -1.482 3.670 0.779
H -0.652 2.229 1.410
C -2.765 1.959 1.140
H -2.976 2.221 2.183
O -2.624 0.570 0.966
H -3.373 0.102 1.347
H -3.578 2.352 0.513
H -1.106 1.054 -0.677
H 0.996 2.216 -0.425
H 0.263 3.687 -1.086
H -0.295 2.377 -3.192
H 1.410 2.646 -2.875
H -1.231 0.102 -3.186
H -0.161 -1.291 -2.944
H -1.050 -3.026 -1.655
H -0.094 -4.741 -0.165
H 1.087 -4.079 1.888
H 1.402 -2.310 3.594
H 1.219 -0.607 3.159

=====

| no. | E (hartree) |
| --- | --- |
| 1 | -2293.12060 |
| 2 | -1225.46833 |
| 3 | -902.90381 |
| 4 | -1264.36805 |
| 5 | -1415.33447 |
| 6 | -5632.83708 |
| 7 | -2045.93240 |
| 8 | -752.86694 |